[1]
Entry from the Open Molecules 2025 dataset: C44H72N9O2PSr as an isolated structure (ωB97M-V with the def2-TZVPD basis set).

Atoms and positions in Å:
Sr 1.054521 1.084920 0.282199
C -0.856757 -0.264140 7.621919
C -0.512797 -0.357046 6.161934
C -0.883425 -1.400195 5.375715
C -0.512856 -1.531425 3.995791
C -1.028004 -2.716433 3.438735
N -0.870921 -3.417380 2.339315
C 0.065588 -3.345239 1.221351
C 0.819573 -4.679436 1.075560
C 0.768253 -5.308897 -0.322129
N 0.934310 -4.350507 -1.422021
C 1.715585 -3.298220 -1.438012
C 2.799982 -3.045616 -0.586057
C 3.663562 -4.060995 -0.096841
C 4.765860 -3.751499 0.642909
C 5.748447 -4.784512 1.117745
C 4.966832 -2.384252 0.952341
C 4.138301 -1.362016 0.554232
C 4.445643 -0.025981 1.072528
N 3.641697 0.951470 1.172924
C 4.208248 2.152187 1.820993
C 3.370302 3.383090 1.500813
C 2.170117 3.560466 2.425650
N 1.434890 2.305922 2.577079
C 1.265327 1.879626 3.756053
C 0.568193 0.659906 4.193929
C 0.230102 0.659628 5.525400
C 0.248581 -0.479481 3.340456
O 0.604103 -0.520776 2.135603
C 3.008952 -1.658628 -0.288188
O 2.193019 -0.785746 -0.711752
H -1.483882 -1.099207 7.929404
H -1.390210 0.659955 7.848749
H 0.042833 -0.279212 8.238773
H -1.468836 -2.199534 5.818631
H -1.751956 -3.199591 4.088459
H -1.486095 -4.217746 2.293095
H 0.725731 -2.500343 1.386200
H -0.521698 -3.125650 0.325803
H 0.387887 -5.426831 1.745317
H 1.847901 -4.549633 1.405582
H -0.210057 -5.760449 -0.488674
H 1.501544 -6.111415 -0.399446
H 0.244609 -4.403777 -2.157377
H 1.453957 -2.534360 -2.163556
H 3.484147 -5.092411 -0.380006
H 5.467277 -5.780484 0.779194
H 5.807224 -4.803430 2.207156
H 6.750967 -4.575822 0.742271
H 5.825710 -2.127603 1.566576
H 5.472205 0.072153 1.447235
H 5.240514 2.297322 1.493398
H 4.233793 1.977113 2.901370
H 3.063696 3.290223 0.455922
H 3.978062 4.287067 1.559144
H 1.490205 4.306665 2.009103
H 2.501207 3.917163 3.409031
H 1.636066 2.477788 4.598503
H 0.535286 1.515335 6.121638
N 0.159003 1.330043 -2.554812
C 0.517115 1.406009 -3.997126
C 1.893219 0.812093 -4.315178
C 3.034976 1.839376 -4.334234
C 3.060671 2.771807 -3.126813
N 3.024109 2.079686 -1.833312
H -0.569769 0.631993 -2.427853
H -0.269435 2.205341 -2.268887
H 0.489018 2.452545 -4.306690
H -0.248006 0.896771 -4.590014
H 1.857050 0.330176 -5.294168
H 2.102508 0.014523 -3.593961
H 2.943323 2.452467 -5.235554
H 3.990533 1.314478 -4.418255
H 2.198574 3.444789 -3.166263
H 3.944058 3.410043 -3.165254
H 2.332748 1.347133 -1.945975
H 3.900918 1.603302 -1.648663
C -2.916079 1.488255 3.603415
C -2.137699 1.338435 2.382895
N -1.546497 1.217669 1.406500
H -2.572317 0.767544 4.345995
H -3.970076 1.317534 3.388011
H -2.787386 2.496494 3.994768
C -3.515641 -1.907260 0.424876
C -4.115138 -1.070398 -0.704995
C -4.746900 0.198189 -0.130773
P -2.790877 -0.616087 -1.919676
C -3.718929 0.069612 -3.385346
C -3.656845 1.600052 -3.371268
C -5.157289 -0.409016 -3.582791
C -2.203597 -2.276570 -2.539966
C -3.255538 -3.230992 -3.094288
C -1.077408 -2.067286 -3.554399
H -4.261873 -2.077319 1.205144
H -2.663083 -1.388195 0.875337
H -3.178379 -2.885953 0.076470
H -4.891502 -1.652302 -1.207430
H -3.989881 0.809207 0.367584
H -5.514025 -0.061749 0.601967
H -5.220927 0.813813 -0.894613
H -3.132444 -0.268674 -4.247637
H -4.185586 2.012098 -2.507397
H -4.128894 2.007809 -4.266887
H -2.627686 1.962876 -3.334603
H -5.818827 -0.029045 -2.802982
H -5.245512 -1.494044 -3.593673
H -5.542966 -0.037511 -4.533765
H -1.760472 -2.725815 -1.641809
H -3.662588 -2.859979 -4.035991
H -4.086656 -3.383931 -2.404821
H -2.818988 -4.211103 -3.305825
H -1.437525 -1.571458 -4.458485
H -0.665567 -3.023323 -3.894936
H -0.263748 -1.464220 -3.146215
C -3.606718 4.871393 -0.802150
C -2.130963 4.677915 -0.732177
C -1.079257 5.523515 -0.998686
C 0.086294 4.765542 -0.784704
N -0.219879 3.526920 -0.394288
N -1.576866 3.503515 -0.379887
C 1.491012 5.226556 -0.986042
H -3.838909 5.920736 -0.965756
H -4.094858 4.558674 0.122058
H -4.038010 4.299633 -1.625451
H -1.139612 6.549223 -1.320779
H -2.045940 2.658228 -0.097449
H 1.568314 5.803250 -1.907806
H 2.174897 4.382572 -1.061002
H 1.811901 5.880292 -0.172988

Forces on atoms 1 to 2 (eV/Å):
0.0 0.4 -0.1
0.0 0.0 0.0

Output
- 2S+1: 1
- Largest force on an atom: 0.44 eV/Å
- LUMO level: -5.13 eV
- HOMO-LUMO gap: 7.321 eV
- Calculated total energy: -2734.85696 Eh
- Charge: +2
- Highest occupied orbital energy: -12.5 eV
- Relative energy (zero: lowest compared OMol25 entry of this formula, charge and spin): 23.9 kcal/mol

[2]
Entry from the Open Molecules 2025 dataset: a 5-piece molecular cluster, C44H73Br2FI2N3O15S overall at a distorted geometry (ωB97M-V with the def2-TZVPD basis set).

Atoms and positions in Å:
C -1.099887 -3.624131 5.555767
C -2.486745 -4.026433 5.037913
C -3.282504 -2.826952 4.630172
O -3.211143 -1.776891 5.224196
O -4.117346 -3.049850 3.586875
C -4.546947 -1.875068 2.897730
C -3.865639 -1.659258 1.546876
C -2.350476 -1.453855 1.572379
N -1.572862 -2.678912 1.209599
C -0.236240 -2.435947 1.476824
N 0.570447 -3.475116 1.550720
C 1.993678 -3.424708 1.893744
C 2.556953 -4.805864 2.197374
C 2.412729 -5.745302 1.004287
C 3.034876 -5.212918 -0.281661
C 4.467997 -4.704618 -0.108507
C 5.182398 -4.508048 -1.452295
C 4.604212 -3.295329 -2.182206
C 5.132105 -1.964789 -1.611384
C 5.305195 -0.965415 -2.743479
O 5.309719 0.361847 -2.261631
C 6.382103 1.119542 -2.805630
N 0.216871 -1.204865 1.680685
C -0.417016 0.037607 1.091809
C 0.513417 0.402419 -0.122852
I 1.825232 -1.087225 -0.909667
C 0.556553 1.581946 -0.741346
C -0.325082 2.747254 -0.414765
I 1.847140 2.042966 -2.351051
C -0.302833 1.174250 2.220663
Br 0.771554 0.582266 3.789378
C -1.492440 1.862822 2.920466
C -2.588059 1.013999 3.527726
Br -2.353430 3.379097 2.004325
C -1.839223 -0.366500 0.618919
F -2.717577 0.691188 0.593005
C -1.907632 -0.952639 -0.826545
C -2.269344 0.053777 -1.916272
C -2.219129 -0.578364 -3.300831
S -0.586812 -1.121803 -3.862639
H -1.132100 -3.507156 6.628511
H -0.405813 -4.407992 5.314900
H -0.803194 -2.686494 5.100479
H -2.481030 -4.775958 4.250377
H -3.046623 -4.462151 5.862464
H -4.462721 -0.988316 3.511591
H -5.604340 -1.996726 2.692465
H -4.403926 -0.856323 1.056819
H -4.050899 -2.551076 0.948616
H -2.054070 -1.227004 2.594187
H -1.846388 -3.403366 1.870628
H 0.209958 -4.390563 1.346172
H 2.515498 -3.073216 1.006673
H 2.201912 -2.701517 2.677030
H 3.608087 -4.676236 2.419680
H 2.030493 -5.216759 3.047985
H 2.885535 -6.691214 1.249726
H 1.365548 -5.975672 0.798535
H 3.082384 -6.012676 -1.017522
H 2.414342 -4.438255 -0.728668
H 4.457369 -3.733914 0.387627
H 4.998526 -5.410010 0.527893
H 6.220802 -4.302259 -1.217359
H 5.063699 -5.425322 -2.020704
H 4.852046 -3.368330 -3.237921
H 3.519507 -3.270495 -2.101301
H 6.075428 -2.137478 -1.101379
H 4.427843 -1.547774 -0.897337
H 6.226185 -1.200010 -3.274207
H 4.473238 -1.106109 -3.437743
H 7.317233 0.756983 -2.380864
H 6.441233 1.009495 -3.885404
H 6.227645 2.165695 -2.577185
H 1.224069 -1.131100 1.612208
H -1.360586 2.439490 -0.345570
H -0.274723 3.492852 -1.196710
H -0.029745 3.261308 0.489438
H 0.353536 1.927766 1.824443
H -1.060628 2.392833 3.752974
H -3.374147 0.760925 2.829974
H -2.186825 0.146398 4.041016
H -3.052502 1.611803 4.305501
H -1.071671 -1.589817 -1.078316
H -2.768531 -1.617694 -0.790531
H -1.718109 0.985634 -1.874858
H -3.318929 0.301618 -1.777117
H -2.587902 0.120235 -4.040207
H -2.875295 -1.441785 -3.304163
H -0.523248 -2.345972 -3.331527
C -5.261674 4.519984 -6.011620
C -4.646738 3.371239 -5.258404
C -3.625175 2.574288 -6.037056
O -3.736752 1.271036 -5.437982
C -5.000323 1.154364 -4.949358
O -5.473132 0.137713 -4.562118
O -5.624518 2.350967 -4.958578
H -4.506129 5.255611 -6.284023
H -5.756509 4.166865 -6.916834
H -6.018894 5.013514 -5.405141
H -4.230298 3.717857 -4.307910
H -2.611759 2.953780 -5.935313
H -3.875662 2.489677 -7.096000
C -1.745050 -2.791552 11.247143
C -0.712866 -3.766350 10.741980
C 0.651404 -3.647280 11.383521
O 1.518827 -4.108738 10.335882
C 0.905762 -3.863689 9.159482
O 1.427052 -3.941188 8.094850
O -0.388223 -3.514048 9.357488
H -1.933800 -2.950848 12.308157
H -1.410240 -1.764981 11.095588
H -2.682705 -2.910544 10.705661
H -1.088438 -4.790427 10.812441
H 0.767764 -4.262491 12.271296
H 0.914379 -2.614227 11.620610
C 7.558516 5.104010 -6.605226
C 8.400654 4.029831 -5.966413
C 9.572206 3.554337 -6.796193
O 9.729898 2.200734 -6.347626
C 8.523054 1.768362 -5.917218
O 8.259973 0.639194 -5.666115
O 7.655188 2.804876 -5.813802
H 8.149720 6.003498 -6.774130
H 7.155039 4.759338 -7.557714
H 6.712925 5.358162 -5.967272
H 8.729594 4.343867 -4.972114
H 10.483487 4.120242 -6.623047
H 9.350291 3.541702 -7.865571
C -8.167590 8.370457 -2.174712
C -7.248210 7.520187 -3.012999
C -5.806102 7.491212 -2.556676
O -5.103436 7.257745 -3.786755
C -5.868615 7.758676 -4.793274
O -5.498247 7.903322 -5.909079
O -7.106985 8.060450 -4.340678
H -8.217476 7.989807 -1.154813
H -7.820218 9.403681 -2.152723
H -9.172548 8.374948 -2.594069
H -7.647652 6.506323 -3.107535
H -5.595018 6.699545 -1.842150
H -5.477737 8.448419 -2.145781

Forces on atoms 1 to 2 (eV/Å):
-0.7 -0.2 -0.3
-0.2 0.0 0.1

Output
- 2S+1: 1
- Largest force on an atom: 1.57 eV/Å
- LUMO level: -2.41 eV
- HOMO-LUMO gap: 8.191 eV
- Calculated total energy: -9254.53975 Eh
- Charge: +1
- Highest occupied orbital energy: -10.6 eV

[3]
Entry from the Open Molecules 2025 dataset: a 11-piece molecular cluster, C44H73N13O3PS overall at a distorted geometry (ωB97M-V with the def2-TZVPD basis set).

Atoms and positions in Å:
C 3.924550 -4.247348 4.094585
C 3.270747 -3.160204 3.697286
N 3.992575 -1.935390 3.350179
C 4.402052 -0.935542 4.422391
C 4.681767 0.335047 3.597670
C 4.642614 -0.077000 2.119700
C 4.438985 1.122428 1.208748
C 5.614083 2.122343 1.329166
C 6.405259 2.312171 0.018244
C 7.861193 1.853912 0.144535
S 8.483196 1.754412 -1.547593
C 10.008899 0.946613 -1.467314
N 11.174103 1.487936 -1.611951
N 12.100278 0.464613 -1.528861
C 11.420900 -0.608294 -1.331949
O 10.096355 -0.403287 -1.284109
C 3.545270 -1.150261 2.076399
C 2.165729 -0.562446 2.442753
C 0.995839 -0.818774 1.493116
C -0.234579 -0.068694 2.039990
C -1.311386 -1.020523 2.572227
C -2.264783 -1.432777 1.437188
C -3.277841 -0.318300 1.113003
C -4.677876 -0.562623 1.702869
C -5.722360 -0.119527 0.677544
O -6.933062 0.353434 1.291490
C -8.065960 -0.138538 0.730081
C -9.115408 0.875994 0.395873
O -8.223665 -1.311106 0.523283
P 3.574454 -2.484802 0.750240
C 2.906578 -1.858742 -0.841642
C 5.365346 -2.793245 0.431823
H 4.832422 -4.199317 4.688329
H 3.578718 -5.235662 3.824568
H 2.192339 -3.146698 3.637843
H 4.897757 -2.309652 3.063946
H 3.621522 -0.838684 5.167175
H 5.341106 -1.317761 4.815299
H 5.587168 0.806757 3.959663
H 3.879537 1.024624 3.870259
H 5.656117 -0.447500 1.932371
H 3.516285 1.653260 1.437709
H 4.377680 0.781116 0.175974
H 5.223794 3.092538 1.634226
H 6.319264 1.825196 2.106544
H 6.401881 3.362919 -0.275088
H 5.913646 1.771906 -0.792918
H 8.414599 2.609869 0.697907
H 7.902071 0.904572 0.675684
H 11.843847 -1.591558 -1.220924
H 2.265701 0.517867 2.497848
H 1.861175 -0.880596 3.443037
H 0.776473 -1.878464 1.356648
H 1.238368 -0.380451 0.525978
H 0.098272 0.602238 2.832815
H -0.678733 0.569322 1.275512
H -0.823354 -1.889103 3.022893
H -1.913600 -0.519870 3.333669
H -1.657399 -1.636584 0.552712
H -2.801074 -2.331687 1.741068
H -3.400224 -0.281920 0.034430
H -2.861919 0.628186 1.459859
H -4.812045 -1.617674 1.938482
H -4.833907 0.028200 2.606326
H -5.938998 -0.947298 0.009686
H -5.296922 0.702908 0.099885
H -9.312536 0.810912 -0.672002
H -8.851211 1.892300 0.667970
H -10.037646 0.618300 0.914498
H 3.429716 -2.375464 -1.643831
H 1.873810 -2.203886 -0.877013
H 2.872989 -0.785354 -1.005533
H 5.990593 -2.224299 1.124348
H 5.597681 -3.842642 0.585354
H 5.647220 -2.454381 -0.562633
C -5.445808 -3.214651 -1.930419
C -4.308153 -2.309221 -1.949940
N -3.434255 -1.562933 -1.963648
H -5.934075 -3.258995 -2.902958
H -5.137979 -4.224324 -1.663483
H -6.185135 -2.884568 -1.198018
C -4.597504 1.073643 -3.487579
C -5.561451 1.994037 -2.905582
N -6.331634 2.710483 -2.446530
H -3.749042 1.607011 -3.913215
H -4.221780 0.385102 -2.734421
H -5.050357 0.484017 -4.283623
C -8.840875 -5.634364 -3.422094
C -7.792942 -4.916946 -4.131446
N -6.971516 -4.349870 -4.699723
H -8.588700 -6.690567 -3.339626
H -8.971327 -5.229518 -2.419973
H -9.789400 -5.540451 -3.946128
C -11.104163 -0.481830 -2.984683
C -11.586980 -1.780266 -3.422372
N -11.955818 -2.810120 -3.768151
H -11.628206 -0.147800 -2.091315
H -10.039434 -0.523394 -2.757634
H -11.251875 0.273672 -3.752503
C -14.281064 2.204138 -5.236130
C -13.333956 2.388488 -4.146629
N -12.589991 2.533265 -3.285064
H -15.217225 1.794543 -4.861522
H -14.491323 3.154766 -5.722500
H -13.879276 1.518597 -5.980147
C 7.487658 0.993096 6.768849
C 7.822688 1.177179 5.364149
N 8.077535 1.319501 4.254139
H 7.503609 -0.063283 7.031900
H 8.204383 1.512801 7.401890
H 6.495416 1.389117 6.980425
C 3.769681 3.723135 -2.196416
C 3.529713 2.289960 -2.156942
N 3.316848 1.161009 -2.126172
H 4.429892 4.037326 -1.390158
H 4.227633 4.016967 -3.140999
H 2.835581 4.273989 -2.099883
C 8.023515 4.061024 -4.992394
C 7.080130 4.972709 -4.365323
N 6.316100 5.668435 -3.866377
H 8.778849 4.590043 -5.570312
H 8.533816 3.472319 -4.232201
H 7.512451 3.375065 -5.666048
C -1.766766 -1.176177 6.676103
C -0.752079 -0.411974 5.967479
N 0.043493 0.186980 5.397910
H -1.444281 -2.207002 6.810681
H -1.955116 -0.743217 7.656744
H -2.700258 -1.177883 6.115533
C 0.681502 3.074356 -5.315121
C 1.775892 4.033902 -5.346981
N 2.639550 4.788955 -5.370948
H 0.266324 2.937579 -6.311920
H 1.030785 2.108805 -4.952258
H -0.112779 3.423713 -4.657636

Forces on atoms 1 to 2 (eV/Å):
0.2 0.2 0.1
-0.3 -0.4 0.2

Output
- 2S+1: 1
- Largest force on an atom: 1.62 eV/Å
- LUMO level: -2.52 eV
- HOMO-LUMO gap: 8.381 eV
- Calculated total energy: -3397.05071 Eh
- Charge: +1
- Highest occupied orbital energy: -10.9 eV